No. 1
Computed, not measured: C53H44FeIN4O6P2 as an isolated structure, with wB97M-V/def2-TZVPD.

Structure (XYZ):
```
111
Properties=species:S:1:pos:R:3:forces:R:3:mulliken_spin:R:1
Fe 0.3429 1.0539 0.4648 -0.2 0.0 -0.3 4.126
C -3.8843 3.0401 -0.8266 0.0 0.0 0.0 0.005
C -2.5724 3.6202 -1.2718 0.0 0.0 0.0 0.010
N -2.6189 4.5536 -2.1981 0.0 0.0 0.0 -0.004
C -1.5080 5.2378 -2.5207 0.0 0.0 0.0 0.014
C -0.3267 5.1031 -1.8392 0.1 0.0 0.0 -0.007
C 0.8407 6.0030 -2.1518 0.0 0.0 0.0 0.000
O 1.1157 6.9325 -1.1023 0.0 0.0 0.0 0.000
C -0.2520 4.0982 -0.8511 0.1 0.0 0.0 0.002
C 0.8536 4.0799 0.0762 0.1 0.1 0.0 -0.003
N 1.0951 3.1216 0.8929 0.0 -0.1 0.2 0.113
C 2.1079 3.2890 1.8720 0.0 0.1 0.0 0.014
C 3.2618 4.0346 1.6544 0.0 0.0 0.0 0.007
C 4.2228 4.1501 2.6444 0.0 0.0 0.0 0.001
C 4.0550 3.5146 3.8651 0.0 0.0 0.0 0.003
C 2.9261 2.7404 4.0894 0.0 0.0 0.0 -0.006
C 1.9759 2.6356 3.0910 0.0 0.0 0.0 -0.022
I 0.3309 1.3821 3.3750 -0.1 -0.1 0.1 0.035
C -1.3402 3.2408 -0.6496 -0.1 -0.1 0.1 0.008
O -1.2803 2.1627 0.1017 0.0 0.0 -0.2 0.125
H -4.6074 3.1229 -1.6354 0.0 0.0 0.0 0.000
H -4.2624 3.6176 0.0220 0.0 0.0 0.0 0.001
H -3.8074 2.0109 -0.4897 0.0 0.0 0.0 0.002
H -1.5993 5.9497 -3.3335 0.0 0.0 0.0 0.001
H 0.6536 6.5239 -3.0935 0.0 0.0 0.0 0.000
H 1.7553 5.4229 -2.2786 0.0 0.0 0.0 -0.001
H 0.3400 7.4905 -0.9841 0.0 0.0 0.0 0.000
H 1.4365 4.9988 0.1288 0.0 0.0 0.0 0.002
H 3.4294 4.4908 0.6879 0.0 0.0 0.0 0.000
H 5.1195 4.7220 2.4488 0.0 0.0 0.0 0.000
H 4.8089 3.5988 4.6359 0.0 0.0 0.0 0.000
H 2.7962 2.2143 5.0256 0.0 0.0 0.0 0.000
O 2.2184 1.9079 -6.2739 0.0 -0.1 0.0 0.001
C 2.8252 1.2876 -5.3895 0.1 0.1 0.1 0.000
O 3.8444 0.5725 -5.3952 -0.1 0.0 -0.1 0.002
C 2.1850 1.3812 -3.9884 -0.1 -0.1 -0.1 0.002
C 0.7994 1.3450 -3.8583 0.0 0.0 0.1 -0.003
C 0.2390 1.2440 -2.6041 0.1 0.0 0.0 0.053
N 0.9912 1.2008 -1.4966 0.0 0.0 0.1 0.016
C 2.3307 1.3090 -1.6105 -0.1 -0.1 -0.2 0.030
C 2.9584 1.3979 -2.8300 -0.1 0.0 0.0 0.012
C 3.0876 1.2099 -0.3170 0.3 0.1 0.0 0.005
O 4.2795 1.4231 -0.2629 -0.1 0.0 0.1 0.009
O 2.3351 0.8768 0.6985 0.0 0.0 0.0 0.005
H 0.1865 1.3793 -4.7487 0.0 0.0 0.0 0.001
H -0.8284 1.1798 -2.4583 0.0 0.0 0.0 0.015
H 4.0373 1.4056 -2.8888 0.0 0.0 0.0 0.002
C 0.1907 -3.0394 0.1683 -0.1 0.0 0.0 0.085
N -0.9790 -3.2744 0.9814 0.0 0.0 0.0 -0.010
C -1.8242 -2.1986 1.4486 0.1 0.0 0.1 0.026
P -1.9176 -0.6392 0.4517 0.1 0.2 0.1 0.033
C -3.4159 0.0305 1.2494 -0.1 0.0 0.0 0.009
C -3.3181 1.0893 2.1479 0.0 0.0 -0.1 0.056
C -4.4539 1.5698 2.7873 0.0 0.0 0.0 0.001
C -5.6921 1.0088 2.5180 0.0 0.0 0.0 0.000
C -5.7993 -0.0387 1.6104 0.0 0.0 0.0 0.000
C -4.6665 -0.5288 0.9823 0.0 0.0 0.0 -0.005
C -2.5300 -1.1801 -1.1786 0.0 0.0 0.0 0.001
C -2.6582 -2.5179 -1.5498 0.0 0.0 0.0 0.003
C -3.1149 -2.8537 -2.8182 0.0 0.0 0.0 -0.002
C -3.4541 -1.8632 -3.7262 0.0 0.0 0.0 0.004
C -3.3471 -0.5282 -3.3593 0.0 0.0 0.0 -0.005
C -2.8863 -0.1921 -2.0974 0.0 0.0 -0.1 0.008
C -1.4467 -4.5871 1.1126 0.0 0.0 0.1 -0.003
C -2.3027 -4.9337 2.1656 0.0 0.0 0.0 0.000
C -2.7670 -6.2318 2.2985 0.0 0.0 0.0 0.000
C -2.3861 -7.2195 1.4013 0.0 0.0 0.0 0.000
C -1.5309 -6.8852 0.3632 0.0 0.0 0.0 0.001
C -1.0660 -5.5869 0.2110 0.0 0.0 0.0 -0.001
P 1.2094 -1.5581 0.5813 0.1 0.1 0.2 0.132
C 2.4934 -1.8282 -0.6749 0.1 -0.1 0.0 -0.031
C 2.1146 -1.7925 -2.0189 0.0 0.0 0.0 0.014
C 3.0624 -1.9176 -3.0213 0.0 0.0 0.0 -0.006
C 4.3991 -2.0835 -2.6869 0.0 0.0 0.0 0.008
C 4.7799 -2.1482 -1.3544 0.0 0.0 0.0 -0.003
C 3.8327 -2.0245 -0.3472 -0.1 0.1 -0.1 0.010
C 1.9495 -1.9788 2.2003 0.0 -0.1 0.0 0.036
C 1.5128 -3.0977 2.9135 0.0 0.1 0.0 0.010
C 2.0392 -3.3885 4.1656 0.0 0.0 0.0 -0.004
C 3.0131 -2.5742 4.7200 0.0 0.0 0.0 0.007
C 3.4585 -1.4640 4.0158 0.0 0.0 0.0 -0.004
C 2.9283 -1.1593 2.7723 0.0 0.0 0.0 0.012
H -0.0394 -2.9404 -0.9034 0.0 0.0 0.0 0.009
H 0.8680 -3.8912 0.2616 0.0 0.0 0.0 0.006
H -1.5514 -1.8480 2.4578 0.0 0.0 0.0 0.000
H -2.8486 -2.5674 1.5148 0.0 0.0 0.0 0.002
H -2.3655 1.5794 2.3030 -0.1 0.0 0.0 0.000
H -4.3697 2.3964 3.4813 0.0 0.0 0.0 0.000
H -6.5786 1.3917 3.0072 0.0 0.0 0.0 0.000
H -6.7668 -0.4710 1.3906 0.0 0.0 0.0 0.000
H -4.7549 -1.3397 0.2681 0.0 0.0 0.0 0.001
H -2.4172 -3.3117 -0.8553 0.0 0.0 0.0 0.002
H -3.2054 -3.8973 -3.0906 0.0 0.0 0.0 0.000
H -3.8022 -2.1280 -4.7158 0.0 0.0 0.0 0.000
H -3.6174 0.2540 -4.0571 0.0 0.0 0.0 0.000
H -2.8101 0.8503 -1.8241 0.0 0.0 0.0 0.002
H -2.5863 -4.1925 2.9010 0.0 0.0 0.0 0.000
H -3.4240 -6.4736 3.1243 0.0 0.0 0.0 0.000
H -2.7478 -8.2325 1.5119 0.0 0.0 0.0 0.000
H -1.2238 -7.6387 -0.3507 0.0 0.0 0.0 0.000
H -0.4209 -5.3557 -0.6256 0.0 0.0 0.0 -0.001
H 1.0773 -1.6217 -2.2935 0.0 0.0 0.0 0.007
H 2.7806 -1.8242 -4.0627 0.0 0.0 0.0 0.000
H 5.1405 -2.1429 -3.4723 0.0 0.0 0.0 0.000
H 5.8225 -2.2729 -1.0926 0.0 0.0 0.0 0.000
H 4.1444 -2.0569 0.6870 0.0 0.0 0.0 0.002
H 0.7544 -3.7508 2.5085 0.0 0.0 0.0 0.004
H 1.6858 -4.2602 4.7014 0.0 0.0 0.0 0.000
H 3.4261 -2.8046 5.6937 0.0 0.0 0.0 0.000
H 4.2272 -0.8259 4.4339 0.0 0.0 0.0 0.000
H 3.2784 -0.2858 2.2381 0.0 0.0 0.0 0.008
```
Forces are in eV/Å.

Output
Molar mass = 1077.7 g mol⁻¹
Strongest force on any atom = 0.4 eV/Å
2S+1 = 6
Relative energy (zero: lowest compared OMol25 entry of this formula, charge and spin) = 8.61 kJ/mol
Orbital gap (alpha / beta) = 6.86 / 5.81 eV
<S²> = 8.76
Electronic energy = -134987.15489 eV



No. 2
Computed, not measured: C53H45Br2CaN4O7 as an isolated structure at a distorted geometry, with wB97M-V/def2-TZVPD.

Structure (XYZ):
```
112
Properties=species:S:1:pos:R:3:forces:R:3:mulliken_charge:R:1
Ca 10.5060 10.6913 19.5155 0.1 -0.3 -1.1 1.736
C 11.7299 7.1258 9.8159 0.6 0.5 0.7 -0.813
O 11.7901 6.6740 11.1633 -0.3 0.6 -0.7 -0.390
C 11.6302 7.5610 12.1882 -0.4 -0.4 1.1 0.915
C 11.6356 6.8941 13.4225 0.5 1.4 -0.2 -0.936
C 11.6763 7.6445 14.5940 0.2 -0.3 0.1 0.121
C 11.6220 9.0479 14.6151 0.2 -0.2 -0.3 -0.671
C 11.5188 9.6679 13.3607 -0.8 0.7 1.0 -0.331
C 11.4619 8.9541 12.1737 0.8 -0.5 -1.1 -0.737
C 11.5864 9.8179 15.9256 -0.6 -0.4 -1.0 0.670
C 10.3337 10.5307 16.2478 0.1 2.0 -0.1 0.384
C 9.1726 10.0428 16.8674 0.7 1.2 0.5 -0.861
C 8.5346 11.1731 17.4153 0.5 -0.1 -0.5 -1.987
C 9.2829 12.3020 16.9703 0.1 -2.0 -0.1 1.311
N 10.3410 11.9032 16.2145 0.7 -1.2 0.1 -0.372
C 9.2014 13.6281 17.4157 -0.2 1.4 0.3 0.675
C 9.0986 13.8606 18.7886 -0.3 1.0 0.0 -0.565
C 8.6319 15.0268 19.4938 0.0 0.9 0.5 -1.668
C 8.9506 14.8480 20.8280 -0.4 0.9 0.2 -0.644
C 9.6800 13.6231 20.9000 0.0 -1.2 -0.1 -0.140
C 10.4644 13.1255 22.0438 0.3 -0.4 -0.7 1.013
C 10.1029 13.7509 23.3432 1.0 0.5 -0.1 -0.777
C 10.9579 14.7597 23.8113 -0.4 0.6 0.2 -0.024
C 10.6173 15.5526 24.9061 0.5 -0.5 -1.0 -0.985
C 9.4568 15.2766 25.6043 -0.3 -0.1 0.0 1.103
O 9.1643 16.0877 26.6503 0.3 0.4 0.2 -0.473
C 8.1062 15.6976 27.4786 -0.2 -0.1 0.6 -0.812
C 8.6331 14.2419 25.1971 -0.7 -0.9 -0.2 -0.632
C 8.9300 13.5088 24.0407 0.9 0.6 0.5 -0.461
C 11.6416 12.3879 21.8807 -0.3 0.4 -0.3 -0.071
N 12.0857 11.7258 20.7381 -0.6 0.0 0.8 -0.557
C 13.3438 11.2438 20.9709 -0.5 1.2 0.2 0.863
C 14.1404 10.6300 20.0477 0.2 -0.8 -0.7 0.943
C 15.6077 10.5612 20.3370 0.7 -0.6 0.0 -2.237
C 16.3780 11.5995 19.8518 0.3 0.2 -0.2 0.167
C 17.7725 11.5646 19.7970 0.3 -0.1 0.3 -0.808
C 18.4237 10.4626 20.3246 0.1 -0.6 -0.3 0.940
O 19.7743 10.2175 20.2494 -0.1 0.5 0.1 -0.438
C 20.5575 11.0312 19.3903 0.1 -0.3 0.4 -0.854
C 17.6860 9.4209 20.8924 -0.2 0.2 0.1 -0.624
C 16.3102 9.4723 20.9053 -0.8 0.5 -0.4 -0.316
C 13.7331 10.2116 18.6872 0.3 0.5 0.3 0.795
C 14.6531 9.6043 17.6938 0.4 -0.3 0.1 -1.395
C 13.9084 9.3199 16.5983 1.7 -0.3 -0.2 -1.041
C 12.6007 9.8520 16.8079 -0.5 -0.4 1.0 -0.116
N 12.5399 10.3443 18.1540 -0.9 0.3 -0.4 0.316
C 13.7502 11.6882 22.3334 1.1 -0.7 -0.3 -1.583
C 12.7151 12.3108 22.8858 -0.3 0.5 0.8 -0.460
N 9.6769 13.0174 19.7159 0.3 -1.0 0.1 0.124
C 9.3528 14.6988 16.4034 -0.6 -0.5 -0.4 -0.144
C 8.9820 14.3984 15.0687 0.6 0.7 0.4 -0.554
C 9.1241 15.3102 14.0313 0.3 0.7 1.0 -0.589
C 9.6323 16.5894 14.3500 -0.9 -0.3 -0.6 0.953
O 9.6717 17.6255 13.4511 0.4 0.1 0.5 -0.423
C 9.6761 17.3936 12.0584 0.1 -0.2 0.0 -0.778
C 9.9478 16.9055 15.6651 0.4 0.0 -0.1 -0.851
C 9.8401 15.9758 16.6729 -0.2 -0.2 0.4 -0.366
H 11.9800 6.2535 9.2433 0.0 -0.3 -0.5 0.252
H 12.4972 7.8990 9.6335 -0.3 -0.1 0.0 0.319
H 10.7450 7.4924 9.5359 -0.2 0.1 0.1 0.310
H 11.7537 5.8242 13.3701 -0.1 -0.2 0.4 0.393
H 11.8036 7.1052 15.5197 -0.2 0.0 0.3 0.451
H 11.3732 10.7594 13.3544 0.2 -0.5 -0.2 0.471
H 11.4393 9.4914 11.2219 -0.1 -0.1 0.3 0.326
H 8.9809 9.0154 16.9491 -0.7 -1.2 0.2 0.750
H 7.6014 11.2079 17.9189 -0.6 0.0 0.4 0.584
H 8.1431 15.9283 19.0867 0.2 -0.8 0.1 0.635
H 8.7431 15.5031 21.7032 0.2 -0.5 -1.0 0.445
H 11.8430 14.9910 23.2163 -0.2 0.0 0.3 0.526
H 11.2277 16.4074 25.1409 0.1 0.1 0.4 0.435
H 8.0058 16.4697 28.2394 -0.1 0.2 -0.1 0.240
H 8.3787 14.7796 28.0344 -0.4 0.1 -0.5 0.337
H 7.1604 15.6149 26.9142 0.3 -0.2 0.4 0.294
H 7.7366 13.9441 25.7634 0.6 0.4 -0.3 0.282
H 8.3000 12.7211 23.7109 -0.6 -0.5 -0.2 0.686
H 15.8609 12.4586 19.4683 -0.1 0.3 -0.3 0.522
H 18.3536 12.3645 19.3484 -0.3 0.0 0.1 0.370
H 21.5369 10.5522 19.4098 0.0 0.2 -0.2 0.248
H 20.6672 12.0683 19.7358 -0.2 -0.2 0.0 0.295
H 20.1571 11.0199 18.3790 0.0 0.1 -0.2 0.373
H 18.1979 8.5465 21.2639 0.1 0.0 0.1 0.417
H 15.7323 8.6542 21.3021 -0.1 -0.3 0.1 0.631
H 15.7282 9.4364 17.8812 -0.8 -0.1 -0.2 0.334
H 14.2229 8.8245 15.6742 0.0 0.3 0.4 0.537
H 14.7488 11.4934 22.7532 -0.7 0.2 -0.2 0.401
H 12.6680 12.7753 23.8758 0.1 -0.3 -0.5 0.576
H 8.5980 13.4249 14.8687 -0.3 -0.5 -0.1 0.497
H 8.7727 15.0751 13.0449 0.1 -0.1 -0.3 0.323
H 9.8191 18.3845 11.6068 -0.1 -0.4 0.1 0.242
H 8.7109 16.9765 11.7342 0.3 0.0 -0.1 0.289
H 10.5226 16.7401 11.7615 -0.5 0.2 0.1 0.325
H 10.3361 17.8720 15.9219 0.0 0.4 -0.2 0.411
H 10.1088 16.2753 17.6878 0.0 -0.3 -0.3 0.565
C 9.5027 6.6637 20.8380 -0.3 -0.3 1.4 -2.067
C 10.7239 7.0797 20.0967 0.2 -0.5 -0.4 1.897
C 10.3510 6.8511 18.6521 0.2 0.3 -0.7 -1.805
O 11.0129 8.4410 20.4881 -0.7 1.0 -1.0 0.463
C 11.9902 6.2223 20.4858 -0.4 0.0 0.5 0.369
O 12.1742 5.1401 19.9141 -0.1 0.2 0.0 -0.768
O 12.6149 6.7577 21.4327 0.5 0.2 0.1 -0.635
H 8.6361 7.2341 20.5248 -0.2 0.4 -0.1 0.403
H 9.6366 6.8013 21.9107 0.0 -0.1 0.1 0.359
H 9.2652 5.6348 20.6240 0.0 -0.6 0.1 0.424
H 9.2939 6.9766 18.4726 -0.5 0.6 0.0 0.369
H 10.4922 5.7969 18.3996 0.6 0.2 0.1 0.503
H 10.8874 7.4981 17.9680 0.4 0.0 -0.3 0.171
H 11.7035 8.3569 21.1777 0.4 -0.6 0.0 -0.295
Br 8.9997 9.6615 24.6515 0.2 -0.3 -0.1 -0.173
C 10.7956 10.1837 24.1225 0.5 0.4 1.0 0.792
Br 12.1700 8.8041 24.0064 -0.8 0.3 0.0 -0.102
H 11.1089 10.9019 24.9096 -0.2 -0.5 -0.8 0.395
H 10.6981 10.6542 23.1557 0.1 -0.1 0.0 -0.940
```
Forces are in eV/Å.

Output
Molar mass = 1049.8 g mol⁻¹
Strongest force on any atom = 2.0 eV/Å
Relative energy (zero: lowest compared OMol25 entry of this formula, charge and spin) = 146.18 kJ/mol
Charge = -1
Orbital gap = 5.32 eV
Electronic energy = -234509.64989 eV